Density functional theory data (the ωB97M-V functional and the def2-TZVPD basis) for C18H23F9N7O2Pt as an isolated structure.

Computed properties:
Charge   +1
Frontier orbital gap   8.74 eV
Energy   -61268.00051 eV
HOMO   -10.98 eV
LUMO level   -2.2 eV
ΔE to the lowest compared entry with this formula, charge and spin   10.94 kcal per mole

Geometry (Å):
Pt (0.372, 0.590, -1.139)
N (2.413, 0.447, -0.942)
C (3.131, 1.559, -0.272)
C (2.884, 2.890, -0.954)
C (1.490, 3.428, -0.701)
N (0.425, 2.621, -1.341)
H (2.604, -0.392, -0.407)
H (2.814, 0.285, -1.863)
H (4.197, 1.325, -0.255)
H (2.778, 1.590, 0.760)
H (3.082, 2.813, -2.029)
H (3.601, 3.615, -0.564)
H (1.405, 4.454, -1.062)
H (1.280, 3.437, 0.368)
H (0.424, 2.797, -2.342)
H (-0.470, 2.949, -0.958)
C (-4.945, -0.510, -2.331)
N (-3.821, 0.186, -1.737)
C (-3.919, 1.381, -0.929)
C (-2.458, 1.709, -0.683)
O (-2.060, 2.685, -0.083)
N (-1.685, 0.752, -1.309)
C (-2.534, -0.097, -1.947)
N (-2.110, -1.073, -2.722)
H (-5.842, -0.260, -1.770)
H (-4.805, -1.589, -2.262)
H (-5.094, -0.225, -3.374)
H (-4.440, 1.209, 0.014)
H (-4.401, 2.205, -1.458)
H (-1.149, -1.385, -2.553)
H (-2.766, -1.721, -3.122)
N (-0.559, -1.182, 3.329)
C (-0.691, -0.844, 2.018)
N (-0.134, 0.292, 1.713)
C (0.404, 0.757, 2.911)
C (1.090, 1.937, 3.196)
C (1.523, 2.141, 4.490)
C (1.279, 1.196, 5.499)
C (0.588, 0.030, 5.243)
C (0.157, -0.166, 3.934)
H (-0.889, -2.029, 3.755)
H (-1.204, -1.483, 1.318)
H (1.253, 2.684, 2.429)
H (2.053, 3.051, 4.740)
H (1.634, 1.393, 6.502)
H (0.391, -0.692, 6.025)
F (3.108, -2.394, -0.953)
C (2.019, -2.887, -0.323)
F (2.284, -4.146, 0.001)
F (1.883, -2.181, 0.815)
C (0.744, -2.743, -1.212)
O (0.189, -1.512, -1.269)
C (-0.317, -3.764, -0.665)
F (-0.071, -5.018, -1.035)
F (-0.362, -3.731, 0.679)
F (-1.542, -3.437, -1.102)
C (1.121, -3.160, -2.673)
F (-0.008, -3.355, -3.379)
F (1.793, -2.166, -3.269)
F (1.859, -4.266, -2.747)

Atom charges from the natural (NBO) analysis, given in e for atoms 1 to 8:
1 Pt 0.908
2 N -0.757
3 C -0.227
4 C -0.433
5 C -0.221
6 N -0.752
7 H 0.417
8 H 0.404

Density functional theory data (the ωB97M-V functional and the def2-TZVPD basis) for C18H41BiN2P3S2 as an isolated structure.

Computed properties:
Charge   +3
Frontier orbital gap (alpha / beta)   5.16 / 5.39 eV
Energy   -77659.77727 eV
HOMO (alpha / beta)   -16.62 / -16.60 eV
LUMO level (alpha / beta)   -11.5 / -11.2 eV
ΔE to the lowest compared entry with this formula, charge and spin   46.31 kcal per mole

Geometry (Å):
Bi (0.594, 0.524, -0.889)
P (-0.661, -2.130, -0.107)
P (2.368, 0.168, 1.536)
P (2.473, -1.225, -2.145)
H (-2.089, 3.963, -2.603)
C (-2.225, 3.637, -3.627)
C (-2.842, 2.492, -3.950)
H (-3.057, 1.781, -3.117)
C (-2.304, -2.159, 0.679)
C (0.255, -3.323, 0.968)
C (-1.007, -3.139, -1.620)
C (3.348, 1.724, 1.670)
C (1.726, 0.055, 3.263)
C (3.682, -1.134, 1.582)
C (1.867, -1.406, -3.866)
C (2.943, -2.921, -1.643)
C (4.086, -0.385, -2.306)
H (-1.788, 4.290, -4.394)
H (-3.166, 2.181, -4.943)
H (-3.000, -1.520, 0.124)
H (-2.263, -1.811, 1.715)
H (-2.658, -3.195, 0.637)
H (0.391, -2.873, 1.958)
H (1.237, -3.548, 0.542)
H (-0.348, -4.240, 1.033)
H (-1.627, -2.547, -2.321)
H (-1.562, -4.035, -1.286)
H (-0.072, -3.440, -2.128)
H (4.082, 1.712, 2.493)
H (2.652, 2.560, 1.832)
H (3.880, 1.885, 0.721)
H (2.531, 0.156, 4.016)
H (1.217, -0.915, 3.413)
H (1.007, 0.876, 3.423)
H (4.377, -1.025, 2.435)
H (4.277, -1.131, 0.655)
H (3.199, -2.121, 1.664)
H (2.715, -1.531, -4.548)
H (1.296, -0.514, -4.154)
H (1.224, -2.289, -3.964)
H (3.745, -3.283, -2.303)
H (2.089, -3.609, -1.719)
H (3.313, -2.907, -0.607)
H (4.708, -0.869, -3.084)
H (4.634, -0.400, -1.349)
H (3.914, 0.675, -2.550)
C (2.287, 2.890, -3.401)
C (3.403, 3.621, -3.914)
C (3.478, 3.954, -5.264)
C (2.420, 3.632, -6.134)
C (1.295, 2.967, -5.622)
C (1.220, 2.608, -4.270)
S (2.189, 2.520, -1.738)
H (-1.060, -0.347, -1.179)
H (4.178, 3.910, -3.198)
H (4.359, 4.499, -5.615)
H (2.452, 3.950, -7.182)
H (0.442, 2.750, -6.264)
H (0.331, 2.126, -3.787)
N (-1.912, -0.040, 3.037)
C (-2.083, 0.969, 2.150)
N (-3.355, 1.296, 1.866)
S (-0.785, 1.825, 1.472)
H (-2.670, -0.260, 3.675)
H (-0.971, -0.279, 3.326)
H (-3.534, 2.001, 1.152)
H (-4.121, 0.742, 2.211)

Atom charges from the natural (NBO) analysis, given in e for atoms 1 to 8:
1 Bi 0.983
2 P 0.973
3 P 0.999
4 P 0.944
5 H 0.196
6 C -0.394
7 C -0.395
8 H 0.172

Density functional theory data (the ωB97M-V functional and the def2-TZVPD basis) for the molecule C5H14N2S.

Computed properties:
SMILES   CCNC[C@@H](N)CS
Frontier orbital gap   9.38 eV
Energy   -19224.90839 eV
HOMO   -8.53 eV
LUMO level   0.9 eV
ΔE to the lowest compared entry with this formula, charge and spin   55.07 kcal per mole

Geometry (Å):
C (2.126, -3.186, 1.393)
C (2.040, -1.661, 1.166)
N (0.706, -1.037, 1.159)
C (0.329, -0.376, -0.010)
C (-0.246, 1.022, 0.334)
N (0.571, 2.218, -0.004)
C (-1.645, 1.143, -0.129)
S (-2.072, 1.119, -1.995)
H (2.963, -3.547, 0.777)
H (2.463, -3.269, 2.420)
H (1.310, -3.853, 1.166)
H (2.564, -1.248, 2.215)
H (2.806, -1.345, 0.428)
H (0.032, -1.768, 1.340)
H (1.164, -0.203, -0.798)
H (-0.356, -0.918, -0.581)
H (-0.185, 1.004, 1.600)
H (1.425, 2.160, -0.417)
H (0.712, 2.790, 0.855)
H (-2.360, 0.454, 0.385)
H (-2.222, 2.088, 0.156)
H (-1.726, -0.165, -2.231)

Atom charges from the natural (NBO) analysis, given in e for atoms 1 to 8:
1 C -0.647
2 C -0.205
3 N -0.638
4 C -0.226
5 C -0.081
6 N -0.857
7 C -0.499
8 S -0.075

Density functional theory data (the ωB97M-V functional and the def2-TZVPD basis) for a 2-piece molecular cluster, C9H14O overall.

Computed properties:
Charge   +1
Multiplicity   2
Frontier orbital gap (alpha / beta)   9.41 / 5.80 eV
Energy   -11597.22263 eV
HOMO (alpha / beta)   -13.38 / -13.38 eV
LUMO level (alpha / beta)   -4.0 / -7.6 eV
ΔE to the lowest compared entry with this formula, charge and spin   54.07 kcal per mole

Geometry (Å):
C (2.070, -2.401, -0.990)
C (2.899, -1.120, -0.970)
H (1.610, -2.466, -2.060)
H (2.745, -3.353, -1.157)
H (1.368, -2.359, -0.174)
H (3.090, -1.102, -2.137)
H (2.329, -0.415, -0.405)
H (3.873, -1.421, -0.562)
C (0.493, 2.170, 1.725)
C (-2.406, -0.118, -0.340)
C (-2.647, 0.255, 1.055)
C (-1.403, 0.419, -1.035)
C (-1.791, 1.073, 1.618)
C (-0.549, 1.320, -0.462)
C (-0.666, 1.574, 0.920)
O (-3.268, -0.812, -1.020)
H (-3.545, -0.220, 1.416)
H (-3.868, -1.236, -0.350)
H (-1.284, 0.175, -2.101)
H (-1.878, 1.475, 2.577)
H (0.110, 1.669, -1.241)
H (1.030, 1.330, 2.381)
H (0.330, 3.155, 2.200)
H (1.357, 2.407, 1.112)

Atom charges from the natural (NBO) analysis, given in e for atoms 1 to 8:
1 C -0.617
2 C -0.636
3 H 0.197
4 H 0.226
5 H 0.195
6 H 0.223
7 H 0.192
8 H 0.223

Question: Which formula does entry 4 have?
Answer: C9H14O